9
Properties=species:S:1:pos:R:3:mulliken_charge:R:1 method="wB97M-V/def2-TZVPD" smiles=CP(C#N)C#N lumo_ev=0.1011 homo_lumo_gap_ev=11.18 de_lowest_kj_mol=20.4 charge=0 largest_force_ha_per_bohr=0.0707
C -0.123 0.126 -0.090 -0.9362
P -1.721 -0.049 -0.999 0.0509
C -2.395 1.333 -0.021 0.2674
N -2.823 2.147 0.646 -0.3338
C -2.506 -1.307 -0.001 0.3093
N -2.884 -2.197 0.607 -0.3261
H -0.216 0.101 1.051 0.3235
H 0.403 0.958 -0.537 0.3367
H 0.671 -0.720 -0.370 0.3084